{"formula": "C48H42InN3S3Sb2", "method": "the ωB97M-V functional and the def2-TZVPD basis", "species": ["In", "C", "C", "C", "Sb", "C", "C", "C", "C", "C", "C", "C", "C", "C", "C", "C", "C", "Sb", "C", "C", "C", "C", "C", "C", "C", "C", "C", "C", "C", "C", "H", "H", "H", "H", "H", "H", "H", "H", "H", "H", "H", "H", "H", "H", "H", "H", "H", "H", "H", "H", "H", "H", "H", "H", "H", "H", "S", "C", "C", "C", "C", "C", "C", "N", "C", "C", "C", "C", "C", "C", "C", "H", "H", "H", "H", "H", "H", "H", "H", "C", "C", "N", "C", "C", "S", "C", "C", "S", "C", "N", "C", "H", "H", "H", "H", "H", "H", "H", "H"], "positions_angstrom": [[-0.00631, -0.22540, -1.62027], [0.30387, 2.82584, 2.40635], [1.35042, 1.85720, 2.95173], [2.49858, 1.52452, 2.00261], [2.26990, 0.05405, 0.39303], [4.38701, -0.09537, 0.04203], [5.14571, -0.84625, 0.93249], [6.52444, -0.90869, 0.78451], [7.14136, -0.23789, -0.26206], [6.38491, 0.51369, -1.14914], [5.00802, 0.59479, -0.99311], [2.03802, -1.76780, 1.47973], [1.65283, -2.91652, 0.79769], [1.59302, -4.13429, 1.45985], [1.93223, -4.20923, 2.80358], [2.31098, -3.06521, 3.49064], [2.35722, -1.84419, 2.83237], [-1.00879, 2.04545, 0.85695], [-2.44868, 3.62810, 0.79917], [-3.77893, 3.39211, 1.13304], [-4.70293, 4.42659, 1.06874], [-4.30389, 5.69214, 0.66348], [-2.98043, 5.92774, 0.31964], [-2.05405, 4.89671, 0.37932], [-2.15359, 0.62195, 2.04771], [-2.94235, 0.94799, 3.27185], [-3.88421, 0.09568, 3.67815], [-4.29948, -1.13839, 2.91863], [-4.11920, -1.03578, 1.38476], [-2.97604, -0.10151, 0.95401], [0.78175, 3.71488, 1.99087], [-0.37427, 3.14485, 3.19801], [0.87599, 0.95017, 3.33574], [1.80792, 2.35025, 3.81655], [3.33630, 1.08704, 2.54789], [2.86726, 2.42698, 1.51188], [4.67299, -1.40051, 1.73143], [7.11188, -1.47955, 1.49125], [8.21401, -0.30267, -0.38706], [6.86879, 1.04393, -1.95932], [4.42547, 1.20458, -1.67633], [1.39458, -2.86735, -0.25602], [1.29292, -5.02604, 0.92474], [1.90131, -5.16072, 3.31761], [2.57635, -3.11981, 4.53865], [2.64168, -0.95321, 3.38138], [-4.10283, 2.41103, 1.45413], [-5.73381, 4.24009, 1.34022], [-5.02633, 6.49606, 0.61571], [-2.66838, 6.91571, 0.00669], [-1.02079, 5.08431, 0.10539], [-2.72069, 1.84700, 3.83707], [-4.42835, 0.30130, 4.59298], [-5.31500, -1.40578, 3.20200], [-5.02016, -1.01832, 0.77672], [-3.15894, 0.43314, 0.01908], [-3.08842, -3.51428, 0.12041], [-3.13087, -2.22583, 1.40493], [-3.35119, -2.42021, 2.92483], [-2.12693, -2.28732, 3.76935], [-1.17355, -1.42274, 3.45185], [-1.20341, -0.63374, 2.18212], [-1.97660, -1.27410, 1.02698], [-1.29814, -1.64854, -0.15499], [-1.83496, -2.64518, -0.75692], [-1.48448, -2.90852, -2.15536], [-1.92222, -4.04215, -2.83983], [-1.66610, -4.17062, -4.19526], [-0.99318, -3.16993, -4.88036], [-0.54118, -2.03874, -4.20018], [-0.78618, -1.91781, -2.84801], [-3.90826, -3.32427, 3.16145], [-2.07754, -2.86561, 4.68392], [-0.31644, -1.28575, 4.09951], [-0.17579, -0.42035, 1.89101], [-2.46510, -4.81519, -2.30804], [-2.00470, -5.05010, -4.72604], [-0.81545, -3.26382, -5.94391], [-0.01665, -1.25652, -4.73707], [3.29716, -1.87149, -2.80440], [2.95244, -0.57083, -3.44287], [1.85676, 0.10292, -3.22184], [1.76258, 1.23132, -4.00267], [2.83462, 1.43380, -4.81367], [3.97233, 0.17306, -4.61507], [0.54372, 2.02821, -3.94139], [0.22419, 3.09436, -4.71991], [-1.36035, 3.63290, -4.37281], [-1.53277, 2.39854, -3.19120], [-0.46071, 1.65844, -3.06965], [-2.79410, 2.20466, -2.42379], [2.50372, -2.17526, -2.12223], [4.23709, -1.80586, -2.25614], [3.41438, -2.64464, -3.56482], [3.00251, 2.23072, -5.51956], [0.81695, 3.57856, -5.47849], [-3.65553, 2.23004, -3.09074], [-2.92974, 2.99654, -1.68446], [-2.76718, 1.23992, -1.91944]], "forces_ev_per_angstrom": [[0.001, -0.374, -0.659], [-0.067, -0.189, -0.307], [-0.016, 0.064, -0.085], [-0.345, -0.169, -0.266], [0.255, -0.331, 0.384], [-0.441, 0.098, -0.129], [-0.006, -0.071, -0.038], [-0.005, 0.044, -0.019], [0.045, -0.051, 0.021], [-0.010, 0.049, -0.060], [-0.080, 0.097, 0.000], [0.056, 0.316, -0.035], [-0.043, 0.052, -0.029], [0.008, -0.033, -0.041], [-0.017, -0.013, 0.024], [0.002, 0.025, 0.038], [-0.062, 0.072, 0.007], [-0.416, 0.106, 0.658], [0.317, -0.172, -0.103], [0.026, 0.006, -0.007], [-0.006, -0.019, -0.020], [-0.058, 0.009, 0.005], [0.048, 0.061, -0.045], [0.023, -0.074, 0.032], [-0.076, 0.302, 0.004], [0.111, 0.101, -0.084], [-0.166, -0.047, 0.045], [0.063, 0.131, -0.038], [-0.131, 0.063, 0.038], [0.050, -0.021, -0.174], [-0.014, 0.041, 0.053], [-0.001, 0.043, -0.019], [0.034, 0.013, 0.029], [-0.007, -0.080, 0.034], [0.044, -0.012, -0.056], [0.053, -0.030, -0.039], [0.003, -0.018, 0.054], [0.011, -0.032, -0.039], [-0.002, 0.025, 0.013], [-0.004, 0.008, 0.007], [0.029, -0.001, -0.014], [-0.035, -0.070, 0.010], [0.005, 0.004, 0.003], [-0.013, 0.001, -0.011], [-0.022, -0.015, -0.007], [0.046, -0.039, 0.023], [-0.035, -0.011, 0.039], [-0.001, 0.020, -0.008], [0.012, 0.002, 0.007], [-0.008, -0.004, 0.002], [-0.014, 0.070, 0.003], [-0.046, -0.064, 0.088], [0.037, 0.051, -0.001], [0.021, -0.064, -0.012], [0.000, -0.030, 0.012], [-0.021, -0.041, 0.039], [0.011, 0.064, 0.135], [-0.038, -0.178, -0.206], [0.143, -0.026, 0.060], [-0.125, -0.120, 0.005], [0.203, 0.004, -0.054], [0.086, -0.216, -0.054], [-0.150, 0.221, 0.124], [0.267, 0.352, -0.163], [-0.035, 0.044, 0.140], [-0.034, -0.276, -0.567], [-0.023, 0.070, 0.262], [-0.008, -0.078, -0.104], [0.090, 0.116, 0.009], [-0.077, -0.280, -0.082], [0.550, 0.995, 0.699], [-0.052, 0.036, -0.011], [0.073, 0.045, 0.013], [0.003, -0.032, 0.055], [0.099, 0.012, -0.015], [-0.012, -0.030, -0.060], [-0.009, 0.000, 0.019], [-0.033, -0.032, -0.001], [0.024, -0.045, -0.035], [0.084, -0.031, -0.027], [0.250, 0.017, -0.240], [-0.354, -0.022, 0.289], [0.381, 0.066, -0.154], [0.013, -0.047, 0.028], [-0.261, -0.076, 0.169], [-0.147, 0.285, -0.158], [-0.064, 0.025, 0.078], [0.051, -0.283, 0.217], [-0.094, 0.268, -0.179], [0.175, -0.579, 0.523], [-0.014, 0.096, -0.080], [0.001, -0.022, -0.025], [-0.016, 0.026, 0.040], [-0.072, -0.016, 0.014], [-0.006, -0.001, 0.013], [0.021, -0.044, 0.003], [0.006, -0.061, -0.009], [0.021, -0.047, 0.021], [-0.059, 0.000, -0.020]], "gap_ha": 0.274, "multiplicity": 1, "e_lumo_ev": -5.7, "charge": 2}

***

{"formula": "C48H42N7O4PbS4", "method": "the ωB97M-V functional and the def2-TZVPD basis", "species": ["Pb", "O", "C", "O", "C", "C", "C", "C", "C", "N", "C", "O", "O", "H", "H", "H", "N", "S", "N", "S", "N", "S", "N", "C", "C", "C", "C", "C", "C", "C", "C", "C", "C", "C", "C", "C", "C", "C", "C", "C", "C", "C", "C", "C", "C", "C", "C", "C", "C", "C", "C", "C", "C", "C", "C", "C", "C", "C", "C", "H", "H", "H", "H", "H", "H", "H", "H", "H", "H", "H", "H", "H", "H", "H", "H", "H", "H", "H", "H", "H", "H", "H", "H", "H", "H", "H", "H", "H", "H", "C", "H", "H", "H", "C", "N", "C", "C", "N", "C", "S", "H", "H", "H", "H", "H", "H"], "positions_angstrom": [[-13.75275, -7.79350, 16.38600], [-13.14017, -2.13183, 16.53124], [-13.39900, -2.99093, 17.33894], [-14.65551, -3.35895, 17.65356], [-12.35997, -3.75309, 18.05968], [-11.07853, -3.21060, 18.32140], [-10.17078, -3.99633, 19.01487], [-10.63030, -5.21771, 19.55135], [-11.85209, -5.76893, 19.02580], [-12.68088, -5.01116, 18.36155], [-12.13183, -7.24485, 19.32418], [-11.34603, -7.86280, 20.06473], [-13.16010, -7.78935, 18.65381], [-10.83242, -2.19779, 17.92962], [-9.15808, -3.65691, 19.09528], [-9.98011, -5.80516, 20.24232], [-14.59579, -9.99064, 16.07640], [-14.85489, -10.80507, 14.87802], [-13.71531, -11.65324, 14.05872], [-12.18494, -12.05526, 14.29827], [-11.35720, -11.30436, 15.38591], [-10.92540, -9.76976, 15.66191], [-11.73937, -8.52791, 15.43246], [-9.49621, -9.76216, 14.69527], [-9.25170, -8.71910, 13.77397], [-8.06899, -8.67693, 13.04917], [-7.16555, -9.76531, 13.18378], [-7.34828, -10.78640, 14.11840], [-8.53800, -10.77698, 14.86417], [-10.26562, -10.09337, 17.31459], [-10.96015, -10.89102, 18.16341], [-10.46933, -11.19021, 19.41065], [-9.20639, -10.73186, 19.81480], [-8.44629, -10.00286, 18.92384], [-9.00201, -9.59208, 17.71563], [-11.52915, -12.08851, 12.56819], [-11.93326, -11.05533, 11.72003], [-11.54865, -11.02300, 10.36925], [-11.03080, -12.20083, 9.79743], [-10.63325, -13.21264, 10.62356], [-10.79248, -13.15807, 12.04383], [-12.03985, -13.75638, 14.91928], [-12.91029, -14.69306, 14.36711], [-12.77338, -15.99174, 14.82464], [-11.77137, -16.40749, 15.69489], [-10.93826, -15.40312, 16.24930], [-11.05877, -14.07867, 15.80649], [-15.62703, -9.95330, 13.49469], [-15.63146, -10.55781, 12.26891], [-16.16223, -9.89129, 11.18481], [-16.80907, -8.65533, 11.33810], [-16.86968, -8.07476, 12.60992], [-16.39676, -8.80086, 13.69236], [-16.09707, -12.04801, 15.27116], [-16.35720, -13.00478, 14.29690], [-17.40580, -13.90231, 14.50535], [-18.16377, -13.90400, 15.67921], [-17.97071, -12.83358, 16.56206], [-16.84726, -12.00328, 16.42228], [-10.05908, -8.00529, 13.65043], [-7.91155, -7.81776, 12.42192], [-6.28712, -9.73258, 12.57047], [-6.62999, -11.60462, 14.20986], [-8.77728, -11.63692, 15.46122], [-11.86006, -11.40115, 17.75770], [-11.06867, -11.77413, 20.14213], [-8.83536, -11.06632, 20.74173], [-7.42134, -9.63031, 19.18431], [-8.44495, -8.96597, 17.06873], [-12.48481, -10.21199, 12.10247], [-11.86189, -10.13857, 9.83308], [-10.77338, -12.31624, 8.74972], [-10.14926, -14.14814, 10.27943], [-10.32075, -13.87289, 12.69164], [-13.64702, -14.44272, 13.64905], [-13.49900, -16.70430, 14.39078], [-11.52490, -17.43259, 15.84064], [-10.23437, -15.69706, 17.01262], [-10.36569, -13.32433, 16.19634], [-15.08522, -11.48617, 12.01923], [-16.08829, -10.35511, 10.16113], [-17.24087, -8.14413, 10.52181], [-17.34318, -7.09993, 12.78618], [-16.50034, -8.43297, 14.71833], [-15.69926, -13.10417, 13.38145], [-17.63287, -14.60397, 13.71572], [-18.82913, -14.72228, 15.95339], [-18.72994, -12.69488, 17.35169], [-16.61731, -11.20912, 17.10553], [-14.09255, -6.21303, 14.62236], [-13.16245, -5.75910, 14.25819], [-14.83426, -5.49135, 14.98359], [-14.58592, -6.79749, 13.81437], [-15.72647, -8.05986, 20.97700], [-16.04859, -6.64855, 20.95265], [-15.61631, -5.64543, 21.81587], [-15.44995, -4.52727, 21.02424], [-15.79074, -4.72187, 19.71903], [-16.21967, -6.02708, 19.63907], [-16.90306, -6.86653, 18.37282], [-15.69822, -8.41785, 22.01169], [-14.70120, -8.21254, 20.55810], [-16.41575, -8.56362, 20.33060], [-15.44981, -5.85754, 22.84272], [-14.97650, -3.65477, 21.43802], [-14.74377, -3.89755, 18.49505]], "forces_ev_per_angstrom": [[0.290, -0.088, 0.634], [-0.204, -0.341, 0.243], [-1.049, 0.284, -0.028], [0.493, 0.497, -0.029], [1.735, -0.128, 0.582], [-0.935, 0.304, -0.916], [-1.244, -0.680, 0.378], [0.522, -0.544, -0.864], [2.210, 0.522, 2.171], [-0.845, -0.087, -0.733], [-0.082, -1.523, -0.714], [-1.643, 1.034, -1.088], [1.584, 0.670, 1.075], [-0.211, -0.989, 0.329], [0.343, 0.079, 0.569], [-0.750, 0.365, -0.888], [0.277, 0.098, -0.471], [-0.204, 0.297, 1.731], [2.057, -0.787, -0.434], [-1.483, 1.335, 0.906], [-1.344, -1.410, -0.894], [-0.768, 2.164, 0.346], [0.487, -1.778, 0.382], [2.451, 0.312, -1.418], [-0.608, -0.579, 0.862], [-0.213, -1.491, 0.754], [-0.247, 1.269, 0.223], [-1.028, 0.453, -0.337], [0.067, 0.044, -0.848], [1.689, 0.979, -0.173], [-1.796, -1.444, -0.465], [0.193, -0.153, 1.634], [-1.137, -0.642, -1.300], [0.796, 1.319, -0.029], [-1.012, -0.785, -0.035], [-0.321, -0.255, -0.200], [0.654, 0.357, -0.325], [-1.004, -0.968, 0.842], [0.518, 1.046, -0.110], [0.662, -1.705, 2.303], [-0.491, 1.007, -0.787], [-0.831, 0.833, -1.677], [0.978, -0.075, 1.412], [-0.969, -1.109, -1.075], [0.695, 2.244, -0.058], [-0.898, -0.715, -0.788], [1.154, -0.350, 1.494], [-0.808, -0.396, 0.438], [1.337, -0.643, -1.751], [-0.900, 0.227, -1.581], [0.900, -0.527, 1.200], [-0.635, -0.368, -0.070], [1.197, 0.207, 1.002], [0.636, -0.975, -1.218], [0.127, -0.593, -0.829], [0.341, -0.365, -0.142], [0.593, 0.923, 0.004], [0.063, -0.603, 0.428], [-1.024, 0.785, -0.172], [0.280, 0.277, 0.067], [0.326, -0.127, -0.392], [0.419, -0.157, -0.134], [-0.282, 0.335, 0.003], [0.075, -0.037, 0.536], [0.420, 0.585, 0.693], [0.453, 0.364, -0.813], [0.484, -0.065, 1.012], [-1.127, -0.495, -0.215], [0.468, 0.511, -0.553], [-0.153, 0.090, 0.208], [0.243, -0.161, -0.415], [-0.371, 0.341, -0.017], [-0.309, 0.911, -0.171], [-0.149, -0.489, 0.044], [-0.605, 0.295, -0.467], [0.689, 0.158, 0.381], [-0.341, -0.636, 0.461], [0.326, 0.219, -0.120], [-0.484, -0.235, -0.148], [-0.345, 0.632, 0.623], [-0.166, 0.540, 1.253], [-0.254, 0.398, -0.886], [0.121, -0.550, -0.181], [0.030, 0.054, -0.360], [-1.111, 0.268, 1.181], [0.118, -0.310, 0.092], [-0.245, 0.456, -0.490], [0.955, -0.060, -0.104], [-0.113, 0.238, 0.441], [-0.816, 0.370, -1.461], [-0.155, -0.226, 0.475], [0.441, -0.089, 0.295], [0.547, 0.078, 0.590], [1.295, -0.114, 0.722], [0.337, 2.201, -1.027], [-0.720, -2.336, -2.442], [0.026, 0.081, -0.551], [-0.066, -0.907, 1.514], [0.579, 0.069, 1.732], [0.445, 0.462, 0.050], [-0.396, -0.059, -0.268], [-0.706, 0.198, 0.183], [-0.444, -0.474, 0.042], [0.274, 0.059, 0.553], [-0.256, 0.565, -0.446], [-0.100, 0.220, -0.985]], "gap_ha": [0.252, 0.207], "de_lowest_ev": 3.510, "multiplicity": 1, "e_lumo_ev": [-3.1, -3.8], "charge": 1}

***

no.,F_max (eV/Å),energy (Eh)
1,1.33,-3883.1857
2,3.46,-4323.5683